Density functional theory data (wB97M-V/def2-TZVPD) for 3 unconnected molecules or ions with the total composition C22H54N8O6P3 in a non-equilibrium geometry.

Last columns: bonded neighbours and bond lengths (Å).
CARTESIAN COORDINATES (ANGSTROEM)
1 C 2.185 -2.011 2.082  C2 1.578, H18 1.103, H19 1.104, H20 1.093
2 C 1.491 -1.105 0.992  C1 1.578, C3 1.563, C4 1.550, N16 1.472
3 C 2.518 -1.058 -0.185  C2 1.563, H21 1.104, H22 1.097, H23 1.098
4 C 0.183 -1.850 0.622  C2 1.550, C5 1.564, H24 1.110, H25 1.098
5 C -0.763 -0.996 -0.285  C4 1.564, O6 1.437, P9 1.925, C12 1.558
6 O -0.275 -0.768 -1.617  C5 1.437, C7 1.296
7 C 0.102 -1.858 -2.207  O6 1.296, N8 1.114
8 N 0.635 -2.731 -2.650  C7 1.114
9 P -2.455 -1.913 -0.323  C5 1.925, O10 1.672, O11 1.673
10 O -3.564 -1.021 0.553  P9 1.672, H26 0.977
11 O -2.265 -3.432 0.351  P9 1.673, H27 0.974
12 C -0.972 0.366 0.441  C5 1.558, C13 1.556, H28 1.106, H29 1.100
13 C 0.340 1.077 0.881  C12 1.556, C14 1.558, C15 1.580, N16 1.474
14 C 1.013 1.859 -0.287  C13 1.558, H30 1.101, H31 1.100, H32 1.103
15 C -0.124 2.193 1.900  C13 1.580, H33 1.100, H34 1.103, H35 1.101
16 N 1.255 0.198 1.632  C2 1.472, C13 1.474, O17 1.277
17 O 2.322 0.778 2.029  N16 1.277
18 H 1.607 -1.903 3.015  C1 1.103
19 H 2.023 -3.050 1.746  C1 1.104
20 H 3.244 -1.766 2.201  C1 1.093
21 H 2.638 -2.101 -0.524  C3 1.104
22 H 2.170 -0.473 -1.045  C3 1.097
23 H 3.482 -0.714 0.214  C3 1.098
24 H -0.364 -1.973 1.580  C4 1.110
25 H 0.368 -2.867 0.251  C4 1.098
26 H -3.405 -1.149 1.508  O10 0.977
27 H -2.662 -3.446 1.241  O11 0.974
28 H -1.496 0.126 1.385  C12 1.106
29 H -1.631 1.052 -0.112  C12 1.100
30 H 0.879 1.378 -1.269  C14 1.101
31 H 2.093 2.006 -0.137  C14 1.100
32 H 0.574 2.866 -0.372  C14 1.103
33 H -0.013 1.875 2.947  C15 1.100
34 H -1.145 2.535 1.666  C15 1.103
35 H 0.540 3.062 1.765  C15 1.101
36 O -5.408 -5.583 -4.819  P37 1.525
37 P -4.265 -5.165 -5.738  O36 1.525, N38 1.732, N41 1.708, N44 1.789
38 N -3.596 -6.746 -5.971  P37 1.732, C39 1.452, C40 1.456
39 C -2.993 -7.480 -4.873  N38 1.452, H47 1.093, H48 1.097, H49 1.089
40 C -4.485 -7.621 -6.723  N38 1.456, H50 1.097, H51 1.097, H52 1.093
41 N -3.433 -4.186 -4.613  P37 1.708, C42 1.446, C43 1.459
42 C -2.083 -4.397 -4.141  N41 1.446, H53 1.097, H54 1.092, H55 1.090
43 C -4.230 -3.557 -3.566  N41 1.459, H56 1.097, H57 1.089, H58 1.092
44 N -3.156 -4.512 -6.982  P37 1.789, C45 1.473, C46 1.456
45 C -3.867 -3.597 -7.890  N44 1.473, H59 1.095, H60 1.092, H61 1.095
46 C -2.197 -5.295 -7.749  N44 1.456, H62 1.096, H63 1.087, H64 1.095
47 H -2.599 -8.435 -5.232  C39 1.093
48 H -3.700 -7.679 -4.058  C39 1.097
49 H -2.127 -6.957 -4.471  C39 1.089
50 H -4.842 -7.112 -7.627  C40 1.097
51 H -5.361 -7.919 -6.135  C40 1.097
52 H -3.960 -8.521 -7.053  C40 1.093
53 H -2.053 -5.102 -3.302  C42 1.097
54 H -1.651 -3.456 -3.794  C42 1.092
55 H -1.415 -4.754 -4.926  C42 1.090
56 H -4.433 -4.252 -2.741  C43 1.097
57 H -5.180 -3.204 -3.963  C43 1.089
58 H -3.722 -2.681 -3.157  C43 1.092
59 H -4.529 -4.141 -8.573  C45 1.095
60 H -3.167 -3.001 -8.479  C45 1.092
61 H -4.478 -2.895 -7.313  C45 1.095
62 H -2.674 -5.996 -8.442  C46 1.096
63 H -1.519 -5.845 -7.101  C46 1.087
64 H -1.569 -4.618 -8.337  C46 1.095
65 O 2.264 5.408 3.049  P66 1.526
66 P 2.594 5.365 4.539  O65 1.526, N67 1.733, N70 1.709, N73 1.790
67 N 2.140 7.003 4.876  P66 1.733, C68 1.452, C69 1.456
68 C 2.865 8.123 4.302  N67 1.452, H76 1.093, H77 1.097, H78 1.089
69 C 0.706 7.221 4.740  N67 1.456, H79 1.097, H80 1.097, H81 1.093
70 N 4.275 5.107 4.366  P66 1.709, C71 1.445, C72 1.460
71 C 5.321 5.996 4.819  N70 1.445, H82 1.097, H83 1.095, H84 1.090
72 C 4.713 4.393 3.171  N70 1.460, H85 1.097, H86 1.089, H87 1.093
73 N 2.835 5.087 6.291  P66 1.790, C74 1.473, C75 1.457
74 C 2.246 3.802 6.704  N73 1.473, H88 1.095, H89 1.092, H90 1.095
75 C 2.609 6.072 7.340  N73 1.457, H91 1.095, H92 1.087, H93 1.095
76 H 2.447 9.065 4.665  C68 1.093
77 H 2.837 8.129 3.205  C68 1.097
78 H 3.903 8.136 4.630  C68 1.089
79 H 0.151 6.447 5.283  C69 1.097
80 H 0.385 7.194 3.692  C69 1.097
81 H 0.415 8.182 5.171  C69 1.093
82 H 5.530 6.781 4.083  C71 1.097
83 H 6.249 5.440 4.980  C71 1.095
84 H 5.088 6.463 5.776  C71 1.090
85 H 4.774 5.058 2.300  C72 1.097
86 H 4.033 3.577 2.935  C72 1.089
87 H 5.697 3.943 3.331  C72 1.093
88 H 1.152 3.850 6.724  C74 1.095
89 H 2.603 3.501 7.691  C74 1.092
90 H 2.537 3.013 6.003  C74 1.095
91 H 1.553 6.338 7.457  C75 1.095
92 H 3.185 6.979 7.170  C75 1.087
93 H 2.960 5.668 8.295  C75 1.095

The value obtained for the HOMO-LUMO gap is 7.49 eV. Its molar mass is 619.65 g/mol. The multiplicity is 2.

---

Density functional theory data (wB97M-V/def2-TZVPD) for 9 unconnected molecules or ions with the total composition C22H54O13S7 in a non-equilibrium geometry.

Last columns: bonded neighbours and bond lengths (Å).
CARTESIAN COORDINATES (ANGSTROEM)
1 C -0.304 -6.074 -3.156  C2 1.486, H8 1.089, H9 1.098, H10 1.087
2 C 0.572 -4.982 -2.656  C1 1.486, C3 1.540, O7 1.456, H11 1.098
3 C 2.089 -5.247 -2.667  C2 1.540, O4 1.422, H12 1.087, H13 1.085
4 O 2.633 -4.042 -3.192  C3 1.422, C5 1.347
5 C 1.659 -3.201 -3.588  O4 1.347, O6 1.179, O7 1.335
6 O 1.841 -2.135 -4.060  C5 1.179
7 O 0.449 -3.728 -3.387  C2 1.456, C5 1.335
8 H -0.056 -6.386 -4.169  C1 1.089
9 H -1.321 -5.666 -3.210  C1 1.098
10 H -0.431 -6.875 -2.433  C1 1.087
11 H 0.283 -4.630 -1.657  C2 1.098
12 H 2.340 -6.051 -3.354  C3 1.087
13 H 2.416 -5.437 -1.650  C3 1.085
14 C -2.625 3.198 -1.548  C15 1.503, H21 1.091, H22 1.095, H23 1.085
15 C -2.850 1.939 -0.757  C14 1.503, C16 1.532, O20 1.468, H24 1.096
16 C -4.181 1.802 -0.012  C15 1.532, O17 1.445, H25 1.092, H26 1.084
17 O -4.454 0.388 -0.129  C16 1.445, C18 1.360
18 C -3.795 -0.100 -1.214  O17 1.360, O19 1.180, O20 1.362
19 O -3.946 -1.199 -1.615  C18 1.180
20 O -2.964 0.847 -1.732  C15 1.468, C18 1.362
21 H -2.019 3.944 -1.032  C14 1.091
22 H -3.541 3.763 -1.747  C14 1.095
23 H -2.149 2.956 -2.493  C14 1.085
24 H -2.004 1.805 -0.073  C15 1.096
25 H -4.947 2.389 -0.522  C16 1.092
26 H -4.111 2.047 1.042  C16 1.084
27 C 0.345 4.968 1.340  S28 1.813, H31 1.091, H32 1.089, H33 1.089
28 S -1.207 5.889 1.512  C27 1.813, O29 1.477, C30 1.798
29 O -1.579 6.220 0.121  S28 1.477
30 C -2.160 4.465 2.055  S28 1.798, H34 1.089, H35 1.091, H36 1.099
31 H 0.869 5.572 0.597  C27 1.091
32 H 0.158 3.962 0.968  C27 1.089
33 H 0.864 5.007 2.296  C27 1.089
34 H -3.224 4.670 2.171  C30 1.089
35 H -1.725 3.957 2.917  C30 1.091
36 H -2.108 3.713 1.255  C30 1.099
37 C 6.552 1.137 4.701  S38 1.790, H41 1.087, H42 1.093, H43 1.086
38 S 5.338 1.702 3.515  C37 1.790, O39 1.482, C40 1.807
39 O 6.034 2.673 2.638  S38 1.482
40 C 5.195 0.150 2.600  S38 1.807, H44 1.085, H45 1.096, H46 1.085
41 H 6.720 1.948 5.406  C37 1.087
42 H 7.494 1.012 4.161  C37 1.093
43 H 6.226 0.212 5.168  C37 1.086
44 H 4.440 -0.504 3.024  C40 1.085
45 H 6.168 -0.347 2.674  C40 1.096
46 H 5.093 0.406 1.550  C40 1.085
47 C -3.245 -4.261 0.973  S48 1.790, H51 1.091, H52 1.090, H53 1.090
48 S -3.747 -4.726 -0.681  C47 1.790, O49 1.496, C50 1.801
49 O -2.855 -5.846 -1.117  S48 1.496
50 C -5.308 -5.526 -0.272  S48 1.801, H54 1.087, H55 1.093, H56 1.089
51 H -3.051 -5.142 1.586  C47 1.091
52 H -4.022 -3.608 1.370  C47 1.090
53 H -2.289 -3.739 0.918  C47 1.090
54 H -5.331 -6.505 -0.743  C50 1.087
55 H -6.094 -4.923 -0.733  C50 1.093
56 H -5.530 -5.619 0.790  C50 1.089
57 C 2.288 0.158 0.132  S58 1.777, H61 1.093, H62 1.087, H63 1.092
58 S 0.657 0.714 0.569  C57 1.777, O59 1.500, C60 1.830
59 O 0.401 1.848 -0.379  S58 1.500
60 C -0.360 -0.606 -0.186  S58 1.830, H64 1.083, H65 1.087, H66 1.086
61 H 2.371 -0.926 0.241  C57 1.093
62 H 3.044 0.696 0.697  C57 1.087
63 H 2.500 0.342 -0.922  C57 1.092
64 H -0.903 -0.113 -0.982  C60 1.083
65 H -0.990 -1.121 0.537  C60 1.087
66 H 0.337 -1.328 -0.600  C60 1.086
67 C -4.173 -3.865 -4.096  S68 1.810, H71 1.090, H72 1.089, H73 1.088
68 S -3.675 -2.740 -5.424  C67 1.810, O69 1.490, C70 1.791
69 O -4.637 -1.605 -5.344  S68 1.490
70 C -2.167 -2.184 -4.633  S68 1.791, H74 1.086, H75 1.095, H76 1.087
71 H -3.497 -4.718 -4.041  C67 1.090
72 H -5.178 -4.217 -4.323  C67 1.089
73 H -4.209 -3.271 -3.185  C67 1.088
74 H -1.414 -1.934 -5.373  C70 1.086
75 H -1.812 -3.032 -4.039  C70 1.095
76 H -2.280 -1.404 -3.885  C70 1.087
77 C 3.139 4.009 -1.800  S78 1.781, H81 1.092, H82 1.095, H83 1.091
78 S 3.981 5.409 -1.090  C77 1.781, O79 1.483, C80 1.793
79 O 2.896 6.283 -0.582  S78 1.483
80 C 4.624 4.575 0.361  S78 1.793, H84 1.089, H85 1.085, H86 1.094
81 H 2.560 4.400 -2.640  C77 1.092
82 H 2.408 3.597 -1.097  C77 1.095
83 H 3.760 3.192 -2.169  C77 1.091
84 H 4.898 5.360 1.064  C80 1.089
85 H 5.437 3.881 0.177  C80 1.085
86 H 3.782 4.071 0.846  C80 1.094
87 C 0.206 1.591 6.208  S88 1.804, H91 1.086, H92 1.093, H93 1.088
88 S 1.815 1.962 5.483  C87 1.804, O89 1.477, C90 1.786
89 O 2.693 0.774 5.464  S88 1.477
90 C 1.333 2.308 3.799  S88 1.786, H94 1.091, H95 1.088, H96 1.088
91 H 0.086 2.148 7.133  C87 1.086
92 H 0.259 0.527 6.449  C87 1.093
93 H -0.631 1.803 5.546  C87 1.088
94 H 2.253 2.323 3.213  C90 1.091
95 H 0.935 3.315 3.691  C90 1.088
96 H 0.660 1.537 3.428  C90 1.088

The value obtained for the HOMO-LUMO gap is 8.15 eV. Its molar mass is 751.13 g/mol. As for the energy above the lowest of the compared OMol25 structures with the same formula, charge and spin: 28.9 kcal per mole.

---

- Among the records above, which one has the highest HOMO-LUMO gap?
  C22H54O13S7

---

- Which value of HOMO-LUMO gap does entry 1 give?
  7.49 eV

---

- Which of these has the highest HOMO-LUMO gap?
  C22H54O13S7